Model i:
# C21H23N3O4S

A 2-piece molecular cluster, C21H23N3O4S overall (the ωB97M-V functional and the def2-TZVPD basis, the OMol25 dataset).

Element x y z (Å)
1 N 1.01 -2.11 0.29
2 C 1.44 -1.72 1.64
3 C 0.68 -2.03 2.95
4 C 1.21 -1.54 4.33
5 C 2.54 -0.72 4.50
6 C 3.31 -0.41 3.17
7 C 2.76 -0.90 1.78
8 C 3.61 -0.48 0.47
9 O 3.77 -1.25 -0.51
10 C 4.18 1.03 0.52
11 C 4.15 1.94 -0.75
12 C 4.68 3.39 -0.56
13 C 5.19 3.89 0.84
14 N 5.63 5.34 0.89
15 C 4.50 5.98 0.72
16 S 3.08 6.75 0.30
17 C 5.25 2.96 2.10
18 C 4.72 1.52 1.91
19 C 4.67 0.45 3.12
20 O 5.62 0.30 3.93
21 H 1.22 -1.34 -0.37
22 H -0.04 -2.13 0.31
23 H -0.31 -2.61 2.87
24 H 0.60 -1.75 5.27
25 H 2.92 -0.34 5.50
26 H 3.75 1.53 -1.75
27 H 4.63 4.08 -1.46
28 H 5.65 3.33 3.11
29 C -3.43 -1.92 0.74
30 O -2.50 -1.80 -0.32
31 C -2.67 -2.79 -1.34
32 C -3.22 -2.16 -2.63
33 N -4.60 -1.73 -2.46
34 C -5.09 -0.86 -3.54
35 C -4.38 0.49 -3.75
36 O -4.57 1.42 -2.69
37 C -3.71 1.25 -1.58
38 H -3.11 -1.26 1.55
39 H -4.43 -1.60 0.42
40 H -3.47 -2.94 1.12
41 H -3.29 -3.62 -1.00
42 H -1.67 -3.19 -1.56
43 H -3.16 -2.89 -3.44
44 H -2.56 -1.32 -2.88
45 H -4.69 -1.22 -1.59
46 H -6.14 -0.65 -3.31
47 H -5.07 -1.42 -4.48
48 H -4.82 0.95 -4.63
49 H -3.31 0.38 -3.98
50 H -2.73 0.88 -1.87
51 H -4.17 0.58 -0.84
52 H -3.58 2.22 -1.09

For the orbital gap, the calculation gives 7.40 eV.

Model ii:
# C21H23N3O4S

One molecule with the formula C21H23N3O4S (the ωB97M-V functional and the def2-TZVPD basis, the OMol25 dataset).

Element x y z (Å)
1 O 3.28 -0.92 -3.02
2 C 2.24 -1.52 -2.76
3 C 1.53 -2.25 -3.79
4 C 2.05 -2.58 -5.02
5 C 1.13 -3.21 -5.86
6 C -0.10 -3.35 -5.27
7 S -0.13 -2.73 -3.68
8 H -0.98 -3.79 -5.69
9 H 1.35 -3.55 -6.86
10 H 3.07 -2.36 -5.28
11 C 1.70 -1.49 -1.40
12 C 0.90 -2.31 -0.69
13 O 0.30 -3.46 -0.99
14 H -0.14 -3.75 -0.17
15 C 0.79 -1.82 0.71
16 O 0.17 -2.42 1.57
17 N 1.50 -0.68 0.78
18 C 1.75 0.09 1.98
19 H 2.49 -0.43 2.60
20 H 2.18 1.05 1.67
21 C 0.48 0.33 2.80
22 H 0.01 -0.64 2.99
23 H 0.77 0.76 3.76
24 C -0.50 1.26 2.07
25 N -1.86 1.25 2.55
26 C -2.60 0.03 2.27
27 H -2.49 -0.21 1.21
28 C -4.07 0.27 2.59
29 O -4.25 0.65 3.94
30 C -3.51 1.81 4.23
31 C -2.02 1.60 3.95
32 H -1.48 2.53 4.15
33 H -1.64 0.82 4.63
34 H -3.68 2.02 5.29
35 H -3.88 2.65 3.62
36 H -4.66 -0.64 2.45
37 H -4.46 1.07 1.93
38 H -2.24 -0.83 2.86
39 H -0.53 0.98 1.02
40 H -0.14 2.29 2.14
41 C 2.13 -0.36 -0.48
42 C 1.64 0.95 -1.07
43 N 0.34 1.16 -1.03
44 C -0.14 2.26 -1.58
45 C 0.65 3.20 -2.21
46 C 2.02 2.98 -2.26
47 C 2.53 1.83 -1.67
48 H 3.59 1.61 -1.70
49 H 2.68 3.68 -2.74
50 H 0.22 4.08 -2.66
51 H -1.22 2.38 -1.51
52 H 3.22 -0.33 -0.38

As for the SMILES: O=C(C1=C(O)C(=O)N(CCCN2CCOCC2)[C@@H]1c1ccccn1)c1cccs1. For the orbital gap, the calculation gives 7.92 eV.

Winner for stability: model ii

Model i:
# ClH2PS

One molecule with the formula ClH2PS (the ωB97M-V functional and the def2-TZVPD basis, the OMol25 dataset).

Element x y z (Å)
1 P -1.09 -0.70 0.17
2 S 3.03 -0.03 -0.20
3 Cl 1.06 0.45 0.06
4 H -1.48 -0.06 -1.01
5 H -1.52 0.34 0.99

For the orbital gap (alpha / beta), the calculation gives 6.43 / 5.93 eV.

Model ii:
# ClH2PS

One molecule with the formula ClH2PS (the ωB97M-V functional and the def2-TZVPD basis, the OMol25 dataset).

Element x y z (Å)
1 P 1.08 -0.02 -0.02
2 S 2.15 -1.65 0.00
3 Cl 1.68 1.99 0.00
4 H 0.19 0.11 -1.09
5 H 0.18 -0.06 1.04

As for the SMILES: S=[PH2]Cl. For the orbital gap, the calculation gives 9.35 eV.

Winner for stability: model ii

Model i:
# C7H11N2O2S

An isolated ion of composition C7H11N2O2S and charge +1 (the ωB97M-V functional and the def2-TZVPD basis, the OMol25 dataset).

Element x y z (Å)
1 C -0.30 -0.51 -1.30
2 C 0.98 -0.88 -1.10
3 C -0.99 0.46 -0.54
4 C 0.48 1.55 0.85
5 C -2.17 -1.76 0.94
6 C 1.70 -0.50 0.15
7 C -2.91 -0.77 0.06
8 N 0.39 2.85 0.73
9 N 1.73 1.01 0.27
10 O -1.04 -1.60 1.29
11 O -2.16 0.44 -0.07
12 S 3.39 -1.13 0.29
13 H -0.80 -0.83 -2.21
14 H 1.48 -1.54 -1.79
15 H -2.77 -2.64 1.21
16 H 1.16 -0.85 1.03
17 H -3.88 -0.51 0.50
18 H -3.08 -1.24 -0.92
19 H -0.43 3.29 1.12
20 H 1.01 3.45 0.20
21 H 1.98 1.43 -0.64
22 H 2.48 1.24 0.93
23 H 3.75 -0.94 -0.99

As for the total charge: +1. For the orbital gap, the calculation gives 7.23 eV.

Model ii:
# C7H11N2O2S

An isolated ion of composition C7H11N2O2S and charge +1 (the ωB97M-V functional and the def2-TZVPD basis, the OMol25 dataset).

Element x y z (Å)
1 C -0.22 0.09 0.67
2 C -0.36 -1.19 0.67
3 C 1.05 0.76 0.27
4 C -1.41 0.99 0.83
5 C -2.60 0.27 0.08
6 C 3.35 0.52 0.00
7 C -2.30 0.46 -1.51
8 N 2.18 -0.07 0.21
9 N -0.23 -2.46 0.83
10 O 1.06 1.87 -0.15
11 O -2.72 -1.03 0.35
12 S 4.67 -0.57 -0.15
13 H -1.56 1.14 1.86
14 H -1.16 1.87 0.39
15 H -3.53 0.91 0.33
16 H 3.37 1.44 -0.48
17 H -3.03 1.30 -2.07
18 H -2.58 -0.49 -2.05
19 H -1.22 0.78 -1.65
20 H 2.16 -0.99 0.58
21 H -0.38 -3.01 1.66
22 H -0.17 -2.91 -0.03
23 H 5.63 0.34 -0.63

As for the total charge: +1. For the orbital gap (alpha / beta), the calculation gives 8.77 / 3.91 eV.

Winner for stability: model i

Model i:
# C5H8O2

C5H8O2 as an isolated structure (the ωB97M-V functional and the def2-TZVPD basis, the OMol25 dataset).

Element x y z (Å)
1 O 2.06 0.10 -0.64
2 C 1.10 0.23 0.37
3 C 0.02 1.28 0.01
4 C -1.02 0.16 -0.05
5 O -2.22 0.36 0.63
6 C -0.92 -0.85 -1.09
7 C 0.02 -0.86 0.45
8 H 2.67 -0.62 -0.40
9 H 1.57 0.43 1.35
10 H -0.17 1.97 0.82
11 H 0.19 1.82 -0.92
12 H -2.85 -0.24 0.22
13 H -0.11 -1.76 -0.34
14 H -0.10 -0.63 -1.79
15 H -0.24 -1.39 1.37

For the orbital gap, the calculation gives 9.52 eV.

Model ii:
# C5H8O2

C5H8O2 as an isolated structure (the ωB97M-V functional and the def2-TZVPD basis, the OMol25 dataset).

Element x y z (Å)
1 C -1.02 -1.30 -0.14
2 C -0.11 -0.11 0.11
3 C 1.18 -0.52 0.80
4 C -0.07 0.86 -1.06
5 C 0.08 1.92 -0.03
6 O 0.48 3.02 0.09
7 O -0.61 1.06 0.90
8 H -1.93 -1.02 -0.69
9 H -0.47 -2.01 -0.78
10 H -1.30 -1.83 0.78
11 H 1.76 0.36 1.07
12 H 0.92 -1.05 1.73
13 H 1.79 -1.19 0.18
14 H 0.44 0.77 -2.02
15 H -1.16 1.04 -0.96

For the orbital gap, the calculation gives 11.29 eV.

Model iii:
# C5H8O2

One molecule with the formula C5H8O2 (the ωB97M-V functional and the def2-TZVPD basis, the OMol25 dataset).

Element x y z (Å)
1 C -0.93 0.46 -1.66
2 C -1.06 -0.27 -0.34
3 O -2.02 -0.97 -0.10
4 C -0.02 -0.14 0.74
5 O -0.57 -0.34 2.01
6 C 1.16 0.76 0.68
7 C 1.36 -0.71 0.49
8 H -1.87 0.32 -2.22
9 H -0.77 1.53 -1.50
10 H -0.10 0.08 -2.27
11 H -1.30 -0.96 1.87
12 H 1.46 1.19 1.63
13 H 1.29 1.42 -0.18
14 H 1.61 -1.10 -0.49
15 H 1.76 -1.27 1.33

As for the SMILES: CC(=O)C1(O)CC1. For the orbital gap, the calculation gives 10.58 eV.

Model iv:
# C5H8O2

One molecule with the formula C5H8O2 (the ωB97M-V functional and the def2-TZVPD basis, the OMol25 dataset).

Element x y z (Å)
1 C -0.35 0.49 1.64
2 C 0.59 -0.51 1.02
3 O 0.21 -1.51 0.12
4 C -0.56 -1.01 -0.96
5 C 0.01 0.27 -1.56
6 O 0.03 1.32 -0.62
7 C 0.63 0.93 0.59
8 H -1.38 0.50 1.28
9 H -0.21 0.79 2.67
10 H 1.37 -0.90 1.66
11 H -1.59 -0.81 -0.61
12 H -0.60 -1.81 -1.70
13 H 1.01 0.12 -1.97
14 H -0.66 0.60 -2.36
15 H 1.51 1.53 0.82

As for the SMILES: C1CO[C@@H]2C[C@@H]2O1. For the orbital gap, the calculation gives 10.17 eV.

Winner for stability: model iii